(1)
64
Properties=species:S:1:pos:R:3:forces:R:3:lowdin_charge:R:1 method="wB97M-V/def2-TZVPD" orbital_gap_ev=6.75 energy_ha=-1155.8072 relative_energy_kcal_mol=20.1 mol_weight_g_mol=500.5 homo_ev=-7.02
O 1.488 -3.673 -2.940 -1.3 -0.1 1.2 -0.152
C 0.518 -4.617 -2.321 0.4 0.0 -0.4 -0.147
C 1.639 -5.328 -1.590 0.3 0.3 0.6 -0.074
H 0.141 -5.242 -3.130 -0.4 0.0 0.0 0.114
H -0.320 -4.251 -1.687 0.8 0.4 -0.8 0.097
C 2.613 -4.361 -2.295 -0.8 0.2 -1.2 -0.528
H 1.712 -6.354 -1.941 0.4 -0.1 0.5 0.109
H 1.613 -5.240 -0.506 0.0 -0.2 0.0 0.116
C 3.298 -5.090 -3.439 0.1 -0.2 0.2 -0.022
H 2.536 -5.706 -3.958 0.5 0.4 0.1 0.097
H 4.037 -5.768 -3.033 0.4 -0.2 0.0 0.084
H 3.778 -4.407 -4.143 -0.1 0.0 0.0 0.089
C 3.418 -3.282 -1.596 0.8 -0.8 -0.1 -0.009
H 2.877 -2.708 -0.853 -0.3 -0.4 0.3 0.057
H 3.712 -2.562 -2.361 0.1 0.0 -0.1 0.091
H 4.339 -3.695 -1.153 -0.3 0.2 0.0 0.096
La -1.156 -0.016 -0.758 1.4 -0.5 1.7 2.080
C -0.384 -1.257 2.120 -0.9 -0.3 -0.6 -0.150
C -1.786 -1.044 1.978 0.0 -1.4 0.1 -0.215
C -2.287 -1.957 1.000 1.0 0.4 -0.1 -0.264
H -2.406 -0.359 2.547 0.3 -0.5 -0.2 0.066
C -1.143 -2.621 0.419 -0.4 0.0 0.3 -0.283
C 0.020 -2.195 1.134 -0.4 0.1 -0.1 -0.181
H 1.038 -2.597 1.026 -0.6 0.3 -0.1 0.090
H 0.235 -0.863 2.918 0.0 0.2 -0.4 0.090
H -3.342 -2.173 0.822 0.3 0.1 -0.2 0.084
H -1.197 -3.390 -0.353 0.0 0.3 0.4 0.054
C 0.889 2.070 -1.277 0.3 0.2 -0.4 -0.198
C 1.584 1.007 -0.659 0.4 0.2 -0.3 -0.185
C 1.528 -0.129 -1.523 -0.4 1.0 -0.4 -0.209
H 2.198 1.096 0.250 -0.6 -0.2 -0.5 0.106
C 0.750 0.247 -2.652 0.8 -0.4 -0.9 -0.299
C 0.344 1.597 -2.511 0.4 0.2 0.2 -0.238
H -0.163 2.210 -3.265 0.2 -0.3 0.4 0.096
H 0.928 3.128 -0.959 -0.4 -0.9 0.0 0.103
H 2.110 -1.029 -1.450 -0.3 -0.1 0.2 0.059
H 0.610 -0.385 -3.540 0.1 0.7 0.8 0.071
O -1.512 -1.601 -3.189 -0.6 -1.4 -2.6 -0.267
C -0.665 -2.317 -4.263 0.1 0.2 1.2 -0.120
C -1.546 -2.783 -5.404 0.0 -0.2 0.0 -0.158
H -0.130 -3.167 -3.825 -0.6 0.9 0.1 0.075
H 0.099 -1.624 -4.616 -0.3 0.0 0.1 0.102
C -2.905 -2.131 -5.172 -0.6 -0.1 0.1 -0.151
H -1.597 -3.877 -5.458 -0.1 0.2 0.3 0.113
H -1.111 -2.482 -6.362 -0.1 0.1 0.2 0.115
C -2.759 -1.253 -3.897 0.8 0.4 -0.4 -0.176
H -3.707 -2.865 -5.058 0.2 0.0 0.0 0.108
H -3.140 -1.548 -6.072 -0.2 0.2 0.5 0.111
H -3.600 -1.272 -3.184 0.3 -0.3 -0.3 0.118
H -2.658 -0.230 -4.276 0.0 0.2 0.3 0.112
C 0.453 2.302 2.592 0.3 0.0 0.6 -0.030
C -0.942 2.282 1.983 -0.3 -0.1 -1.5 -0.695
C -2.134 2.146 2.910 -0.3 -0.1 0.7 -0.051
C -1.135 3.688 1.452 0.0 0.8 -0.1 -0.074
O -1.043 1.361 0.898 -0.5 1.4 0.8 -0.516
H 0.509 3.154 3.282 0.0 -0.2 0.0 0.083
H 1.177 2.517 1.800 -0.1 -0.2 0.1 0.070
H 0.780 1.418 3.151 -0.3 0.0 -0.3 0.074
H -2.075 2.863 3.734 0.1 0.0 0.0 0.087
H -3.030 2.415 2.330 0.2 -0.3 0.2 0.089
H -2.274 1.172 3.360 0.1 -0.1 0.1 0.051
H -0.369 3.953 0.725 0.0 0.0 -0.1 0.067
H -2.133 3.816 1.019 0.2 0.0 -0.1 0.084
H -1.056 4.357 2.316 0.0 0.2 -0.3 0.085

---

(2)
54
Properties=species:S:1:pos:R:3:forces:R:3:lowdin_charge:R:1 method="wB97M-V/def2-TZVPD" orbital_gap_ev=8.32 energy_ha=-4943.1623 relative_energy_kcal_mol=0.0 mol_weight_g_mol=729.5 homo_ev=-4.38 charge=-2
Li 0.623 -1.217 -0.395 0.4 0.2 1.8 0.631
N 4.748 -3.626 -0.063 -1.0 3.1 0.5 -0.281
S 5.058 -3.702 1.476 2.2 -3.0 3.2 0.463
O 3.904 -3.935 2.299 0.3 0.7 -0.2 -0.294
O 6.176 -2.964 2.042 -1.3 -0.2 -1.0 -0.317
F 5.719 -5.194 1.447 -0.1 0.2 -0.4 -0.249
S 3.960 -2.144 -0.072 0.7 -0.9 -2.1 0.542
O 4.730 -1.044 0.443 -0.8 -0.7 -0.7 -0.269
O 2.563 -2.235 0.238 -0.2 0.4 -0.2 -0.322
F 3.977 -2.056 -1.675 0.1 0.4 0.8 -0.207
N 0.171 -1.509 -2.190 -3.7 -1.9 -2.0 -0.335
S -1.308 -2.379 -2.463 -3.2 0.4 2.3 0.569
O -1.441 -3.652 -1.808 1.1 1.0 -0.7 -0.247
O -2.049 -2.164 -3.685 1.8 -0.4 0.2 -0.273
F -2.146 -1.415 -1.526 0.1 0.2 0.6 -0.201
S 0.752 -1.870 -3.600 6.4 0.0 -2.5 0.442
O 0.366 -1.163 -4.784 -1.1 -0.1 0.6 -0.281
O 1.125 -3.261 -3.724 -1.1 0.8 0.0 -0.267
F 2.186 -1.142 -3.360 -0.7 -0.2 0.3 -0.216
N 1.275 -1.861 3.755 1.5 3.6 0.1 -0.241
S 1.959 -0.293 3.616 3.3 -1.4 0.0 0.546
O 1.992 0.530 4.794 -0.7 -0.8 -0.5 -0.288
O 1.832 0.302 2.323 -1.1 0.3 0.2 -0.289
F 3.451 -0.825 3.487 -0.1 -0.1 0.7 -0.189
S -0.059 -1.526 3.061 -4.5 -0.9 -0.4 0.470
O -0.172 -1.883 1.658 0.1 0.2 1.0 -0.335
O -0.810 -0.351 3.519 1.6 -0.7 -0.8 -0.338
F -0.943 -2.643 3.817 0.2 -0.5 -0.5 -0.218
C -1.754 4.971 1.344 -0.7 -1.0 0.7 -0.066
C -1.490 4.118 0.092 0.3 1.3 -0.5 -0.278
O -0.898 2.875 0.423 0.3 -0.6 0.1 -0.161
P -1.371 1.477 -0.217 1.3 -0.2 1.5 0.413
O -0.438 0.395 0.147 -0.5 0.6 -0.3 -0.262
O -2.871 1.370 0.270 0.1 0.8 -0.3 -0.141
C -3.463 0.194 0.786 -0.1 -2.7 1.0 -0.264
C -3.528 0.085 2.334 1.0 0.8 -1.5 -0.053
O -1.461 1.730 -1.746 -1.0 0.6 -0.7 -0.165
C -0.355 1.879 -2.644 0.1 -1.2 -0.7 -0.234
C -0.895 2.152 -4.024 0.4 1.6 -0.7 -0.072
H -2.566 5.699 1.298 -0.3 -0.3 -0.5 0.065
H -2.013 4.219 2.094 -0.2 0.3 0.3 0.079
H -0.936 5.560 1.758 0.5 -0.4 -0.5 0.069
H -2.344 3.911 -0.555 -0.4 0.4 0.4 0.111
H -0.796 4.719 -0.505 0.2 -0.5 -0.3 0.111
H -4.508 0.060 0.501 0.1 0.8 -0.8 0.111
H -2.947 -0.677 0.381 0.1 0.2 0.1 0.091
H -4.320 0.801 2.544 0.1 -0.2 1.1 0.068
H -3.681 -0.950 2.635 -0.7 0.0 -0.2 0.084
H -2.541 0.271 2.762 -0.3 0.6 0.1 0.038
H 0.371 2.611 -2.293 -0.2 0.2 0.1 0.130
H 0.129 0.905 -2.737 0.2 0.1 0.5 0.086
H -1.310 3.162 -4.129 -0.7 -0.2 0.5 0.069
H -0.079 2.286 -4.741 0.3 -0.7 0.2 0.081
H -1.575 1.398 -4.409 0.0 -0.1 0.2 0.084

---

(3)
7
Properties=species:S:1:pos:R:3:forces:R:3:lowdin_charge:R:1 method="wB97M-V/def2-TZVPD" orbital_gap_ev=9.74 energy_ha=-1449.9534 relative_energy_kcal_mol=97.1 mol_weight_g_mol=142.0 homo_ev=-9.81
C -0.807 -0.429 -0.514 0.5 -0.2 -0.4 -1.152
C -0.022 -1.145 0.850 -1.8 1.7 -1.7 0.113
N 0.188 0.037 0.330 -0.9 -0.4 1.8 -0.727
S 1.173 1.377 0.692 1.5 -0.7 1.4 0.771
Cl -0.063 -1.001 -1.960 0.2 -0.6 -1.4 0.581
Cl -2.338 0.522 -1.151 1.7 -1.0 2.0 0.445
H 1.869 0.640 1.753 -1.2 1.2 -1.7 -0.031

---

(4)
13
Properties=species:S:1:pos:R:3:forces:R:3:lowdin_charge:R:1 method="wB97M-V/def2-TZVPD" orbital_gap_ev=8.78 energy_ha=-248.8008 relative_energy_kcal_mol=22.0 mol_weight_g_mol=74.1 homo_ev=-13.99 charge=+1
C 1.265 1.141 -2.077 0.3 -0.2 -0.7 0.166
N 1.195 -0.071 -1.719 0.3 0.7 -0.3 0.181
H 1.978 1.832 -1.658 0.3 -0.1 0.2 0.127
H 0.675 1.450 -2.925 -0.6 0.3 0.2 0.127
H 0.412 -0.629 -2.042 0.2 -0.4 0.1 0.152
H 1.867 -0.453 -1.066 -0.4 -0.2 0.4 0.160
O -0.483 -0.357 0.143 -0.3 -0.2 0.3 -0.029
C -1.038 -0.778 1.155 1.7 1.3 -1.2 -0.230
C -1.009 0.061 2.377 -1.4 0.7 0.8 -0.038
H -1.469 -1.746 1.023 -0.8 -0.9 0.8 0.117
H -1.962 0.044 2.917 0.1 -0.5 0.0 0.091
H -0.929 1.110 2.102 0.3 0.0 -0.4 0.085
H -0.239 -0.113 3.121 0.3 -0.6 -0.2 0.093

---

(5)
66
Properties=species:S:1:pos:R:3:forces:R:3:lowdin_charge:R:1 method="wB97M-V/def2-TZVPD" orbital_gap_ev="7.18 / 6.43" energy_ha=-1607.4771 relative_energy_kcal_mol=28.1 multiplicity=2 mol_weight_g_mol=661.6 homo_ev="-10.28 / -10.48" charge=+1
Au 0.629 0.776 -0.394 -0.2 -0.5 0.3 0.789
N 0.335 2.951 -0.761 0.1 0.0 0.1 -0.002
C 1.222 3.556 -1.723 -0.1 0.0 0.0 -0.212
C 1.474 4.900 -1.727 0.0 0.0 0.0 -0.015
C 2.394 5.457 -2.633 0.0 0.0 0.0 -0.040
C 3.079 4.654 -3.530 0.0 0.0 0.0 -0.024
C 2.862 3.284 -3.553 0.0 0.0 0.0 -0.130
C 3.590 2.378 -4.419 0.0 0.0 0.0 -0.012
C 3.370 1.062 -4.371 0.0 0.0 0.0 -0.015
C 2.335 0.481 -3.461 0.0 0.0 0.0 -0.265
N 1.629 1.417 -2.633 0.0 0.0 -0.1 0.084
C 1.903 2.700 -2.661 0.1 0.0 0.0 -0.189
H -0.636 2.946 -1.060 0.0 0.0 0.0 0.099
H 0.352 3.441 0.128 -0.1 0.0 0.0 0.090
H 0.965 5.545 -1.020 0.0 0.0 0.0 0.121
H 2.569 6.524 -2.619 0.0 0.0 0.0 0.113
H 3.797 5.092 -4.213 0.0 0.0 0.0 0.121
H 4.337 2.793 -5.086 0.0 0.0 0.0 0.122
H 3.939 0.382 -4.996 0.0 0.0 0.0 0.120
H 1.567 -0.013 -4.075 0.0 -0.1 0.0 0.165
C -3.005 -2.538 -1.103 0.0 0.0 0.0 -0.078
C -2.695 -1.325 -0.224 0.0 0.0 0.0 -0.207
C -2.140 -1.722 1.121 -0.1 0.0 0.0 -0.184
C -2.992 -2.112 2.147 0.0 0.1 0.0 -0.039
C -2.491 -2.496 3.381 0.0 0.0 0.0 -0.073
C -1.127 -2.472 3.609 0.0 0.0 0.0 -0.038
C -0.234 -2.101 2.607 0.0 -0.1 0.0 -0.179
C 1.249 -2.074 2.893 0.0 0.1 0.0 -0.199
C 1.912 -3.449 2.815 0.0 0.0 0.0 -0.079
C -0.765 -1.767 1.360 0.0 -0.1 0.0 -0.184
N 0.115 -1.440 0.281 0.1 0.3 0.0 0.045
C 0.763 -2.376 -0.277 0.0 -0.1 0.1 -0.051
C 1.720 -2.019 -1.338 0.0 -0.1 -0.1 -0.251
C 2.186 -2.816 -2.478 0.0 -0.1 0.0 0.013
C 2.944 -1.999 -3.216 0.0 0.0 0.0 -0.004
C 2.956 -0.653 -2.554 0.1 0.0 0.0 -0.255
N 2.180 -0.829 -1.339 0.2 0.2 -0.2 0.065
H -3.421 -2.234 -2.064 0.0 0.0 0.0 0.076
H -3.722 -3.200 -0.616 0.0 0.0 0.0 0.078
H -2.101 -3.121 -1.295 0.0 0.0 0.0 0.068
H -3.604 -0.741 -0.066 0.0 0.0 0.0 0.106
H -1.989 -0.667 -0.737 0.0 0.0 0.0 0.083
H -4.063 -2.107 1.973 0.0 0.0 0.0 0.122
H -3.167 -2.799 4.171 0.0 0.0 0.0 0.111
H -0.735 -2.743 4.584 0.0 0.0 0.0 0.121
H 1.387 -1.678 3.901 0.0 0.0 0.0 0.115
H 1.750 -1.374 2.221 0.0 0.0 0.0 0.100
H 1.443 -4.145 3.513 0.0 0.0 0.0 0.080
H 2.971 -3.383 3.063 0.0 0.0 0.0 0.078
H 1.828 -3.887 1.818 0.0 0.0 0.0 0.057
H 0.628 -3.424 -0.006 -0.1 0.1 0.0 0.145
H 1.936 -3.849 -2.677 0.0 0.0 0.0 0.115
H 3.439 -2.237 -4.146 0.0 0.0 0.0 0.122
H 3.968 -0.346 -2.270 0.0 0.0 0.0 0.170
O -1.351 1.998 1.279 -0.1 0.0 0.0 -0.184
N -2.280 1.647 2.110 0.0 0.1 0.0 -0.223
C -3.581 1.727 1.753 0.1 0.0 0.0 -0.023
C -4.583 1.393 2.638 0.0 0.0 0.0 -0.043
C -4.265 0.965 3.915 0.0 0.0 0.0 -0.062
C -2.926 0.873 4.261 0.0 0.0 0.0 -0.046
C -1.953 1.212 3.348 0.0 0.0 -0.1 -0.014
H -3.740 2.086 0.748 0.0 0.0 0.0 0.136
H -5.610 1.483 2.312 0.0 0.0 0.0 0.116
H -5.040 0.706 4.622 0.0 0.0 0.0 0.114
H -2.618 0.538 5.241 0.0 0.0 0.0 0.119
H -0.890 1.173 3.530 0.0 0.0 0.0 0.139

---

(6)
88
Properties=species:S:1:pos:R:3:forces:R:3:lowdin_charge:R:1 method="wB97M-V/def2-TZVPD" orbital_gap_ev=6.31 energy_ha=-3510.8226 relative_energy_kcal_mol=62.8 mol_weight_g_mol=1097.6 homo_ev=-4.27 charge=-1
Cs 1.115 -0.827 0.695 2.2 1.7 -0.6 1.456
C -1.100 2.823 -1.823 0.0 0.0 -0.2 -0.175
C -1.528 2.342 -3.226 0.0 -0.1 0.2 -0.108
C -1.368 0.867 -3.552 0.1 0.0 -0.1 -0.277
C -1.897 0.381 -4.749 0.0 -0.1 -0.1 -0.042
C -1.701 -0.945 -5.089 0.0 0.0 0.1 -0.078
C -0.974 -1.756 -4.232 0.0 0.0 0.0 -0.078
C -0.478 -1.193 -3.069 -0.1 0.0 0.0 -0.134
N -0.674 0.083 -2.733 0.0 0.2 0.1 0.126
N -0.036 3.820 -1.941 0.1 -0.2 0.4 -0.151
C 1.247 3.234 -2.367 -0.1 0.3 -0.1 -0.111
C 2.440 3.341 -1.448 0.2 0.1 -0.1 -0.276
C 3.274 4.458 -1.501 0.0 0.0 0.1 -0.052
C 4.396 4.503 -0.691 0.0 0.0 0.0 -0.082
C 4.670 3.422 0.131 0.0 0.1 0.0 -0.067
C 3.805 2.337 0.096 0.0 0.0 0.1 -0.120
N 2.720 2.298 -0.667 -0.3 -0.1 0.0 0.134
C -0.064 4.925 -0.988 0.0 -0.2 -0.4 -0.130
C -0.138 4.629 0.499 0.0 0.1 0.0 -0.254
C 0.984 4.635 1.321 0.1 0.0 0.0 -0.015
C 0.829 4.408 2.678 0.0 0.0 0.0 -0.055
C -0.446 4.222 3.182 0.0 -0.1 0.0 -0.067
C -1.507 4.254 2.294 -0.1 0.0 0.0 -0.142
N -1.368 4.451 0.988 0.0 0.0 -0.1 0.109
H -0.788 1.968 -1.218 0.0 -0.1 0.1 0.108
H -1.946 3.285 -1.317 0.0 0.0 0.0 0.107
H -0.938 2.895 -3.961 0.0 0.0 0.0 0.115
H -2.570 2.613 -3.415 0.0 0.0 0.0 0.110
H -2.443 1.042 -5.411 0.0 0.0 0.0 0.107
H -2.100 -1.344 -6.014 0.0 0.0 0.0 0.100
H -0.791 -2.797 -4.463 0.1 0.0 0.1 0.086
H 0.111 -1.774 -2.373 0.1 -0.1 0.0 0.069
H 1.534 3.705 -3.317 0.1 -0.1 0.0 0.118
H 1.094 2.169 -2.545 0.0 0.0 0.0 0.116
H 3.042 5.275 -2.173 0.0 0.0 0.0 0.110
H 5.055 5.363 -0.713 0.0 0.0 0.0 0.102
H 5.545 3.412 0.768 0.0 0.0 0.0 0.100
H 3.990 1.455 0.701 0.0 0.0 0.0 0.111
H -0.962 5.505 -1.218 0.0 0.1 0.0 0.117
H 0.802 5.560 -1.186 0.0 0.0 0.0 0.109
H 1.965 4.835 0.908 0.0 -0.1 -0.1 0.096
H 1.685 4.374 3.339 0.0 0.0 0.0 0.109
H -0.608 4.039 4.234 0.0 0.0 0.0 0.101
H -2.527 4.124 2.644 0.0 0.0 0.0 0.101
I 2.492 -3.790 -3.561 0.1 0.0 0.2 0.874
C 3.395 -3.975 -1.669 -0.3 0.2 -0.3 -0.629
C 4.157 -5.099 -1.391 0.1 0.0 0.2 -0.262
C 4.765 -5.228 -0.166 0.3 -0.6 -0.1 -0.668
I 5.905 -6.985 0.178 -0.2 0.3 0.0 0.800
C 4.617 -4.244 0.830 -0.1 0.3 0.0 -0.223
C 5.189 -4.305 2.120 0.0 0.1 0.1 -0.065
C 4.963 -3.303 3.024 0.0 -0.1 -0.1 -0.061
C 4.157 -2.218 2.643 0.0 0.0 0.0 -0.149
N 3.625 -2.121 1.449 0.3 0.1 0.2 0.010
C 3.827 -3.090 0.538 0.3 -0.4 0.0 -0.161
C 3.175 -2.906 -0.764 0.1 -0.2 -0.5 -0.517
O 2.486 -1.891 -1.032 1.4 -1.1 -1.5 -0.437
H 4.269 -5.871 -2.140 0.0 0.0 0.0 0.068
H 5.797 -5.160 2.386 0.0 0.0 0.0 0.048
H 5.389 -3.344 4.018 0.0 0.0 0.0 0.097
H 3.926 -1.416 3.339 0.0 0.0 0.0 0.095
O -1.092 -1.997 0.467 -1.0 -1.3 -0.4 -0.771
S -2.134 -1.048 0.903 -2.4 -0.4 -0.2 0.932
C -3.625 -1.635 -0.003 0.1 0.2 -0.2 -0.329
C -3.514 -2.673 -0.911 0.2 -0.1 0.0 -0.070
C -4.618 -3.057 -1.662 -0.1 0.0 0.0 -0.081
C -5.827 -2.396 -1.506 0.0 0.0 0.0 -0.101
C -5.932 -1.345 -0.603 0.0 0.0 0.0 -0.091
C -4.830 -0.959 0.142 0.1 0.0 0.0 -0.086
C -2.789 -1.723 2.450 0.1 0.2 0.1 -0.371
C -2.566 -3.053 2.751 0.1 -0.1 -0.2 -0.058
C -3.098 -3.591 3.913 0.0 0.0 0.1 -0.073
C -3.847 -2.795 4.770 0.0 0.0 0.0 -0.092
C -4.041 -1.452 4.474 0.0 0.0 0.0 -0.081
C -3.503 -0.911 3.317 0.0 0.1 -0.1 -0.096
H -2.556 -3.167 -1.021 0.0 0.0 0.0 0.107
H -4.534 -3.870 -2.373 0.0 0.0 0.0 0.101
H -6.688 -2.688 -2.094 0.0 0.0 0.0 0.095
H -6.876 -0.827 -0.484 0.0 0.0 0.0 0.098
H -4.903 -0.132 0.840 0.0 0.0 0.0 0.105
H -1.972 -3.656 2.074 0.0 0.0 0.0 0.117
H -2.923 -4.633 4.151 0.0 0.0 0.0 0.102
H -4.272 -3.219 5.671 0.0 0.0 0.0 0.097
H -4.601 -0.822 5.154 0.0 0.0 0.0 0.101
H -3.611 0.144 3.094 0.0 0.0 0.0 0.114
O -0.604 0.056 2.249 -1.3 1.0 2.4 -1.047
S 0.045 -0.236 3.596 -0.4 0.4 0.1 0.548
N 1.422 0.212 3.763 0.4 0.0 0.4 -0.493